DFT (the ωB97M-V functional and the def2-TZVPD basis) results for C34H40N5O2P2Sr as an isolated structure.

Frontier orbital gap, eV: 6.47
Largest force on an atom, Eh/bohr: 0.0190
Net charge: -1

Each line ends with the Löwdin charge.
Atoms and positions in Å:
1 Sr -0.5697 -0.4935 1.2384  1.239
2 C -1.2566 -0.0018 -2.8035  -0.118
3 C -2.6696 0.2524 -2.2893  -0.545
4 C -3.4545 1.1147 -3.2712  -0.114
5 P -2.5515 0.9093 -0.5497  1.029
6 C -4.2948 1.3342 -0.0952  -0.585
7 C -5.0991 0.0487 0.0575  -0.128
8 C -4.2924 2.1342 1.2005  -0.116
9 C -1.7426 2.5164 -0.7892  -0.310
10 C -2.4396 3.6447 -1.2053  -0.128
11 C -1.7987 4.8411 -1.4738  -0.117
12 C -0.4174 4.8990 -1.3280  -0.104
13 C 0.2988 3.8021 -0.9090  -0.040
14 C -0.3318 2.5725 -0.6025  -0.340
15 N 0.3405 1.5124 -0.0828  -0.108
16 C 1.6593 1.3191 -0.4054  -0.353
17 C 2.1561 1.4449 -1.7146  -0.035
18 C 3.4502 1.0983 -2.0267  -0.093
19 C 4.3095 0.6129 -1.0497  -0.111
20 C 3.8553 0.5103 0.2529  -0.108
21 C 2.5586 0.8775 0.5960  -0.328
22 P 1.8617 0.8197 2.2760  1.024
23 C 3.2081 0.0802 3.3250  -0.555
24 C 2.5908 -0.5456 4.5734  -0.132
25 C 4.3898 0.9706 3.7028  -0.120
26 C 1.6650 2.6217 2.6923  -0.530
27 C 2.8252 3.5480 2.3399  -0.107
28 C 1.1979 2.8040 4.1322  -0.113
29 H -1.2900 -0.4853 -3.7810  0.082
30 H -0.6713 -0.6325 -2.1343  0.045
31 H -0.7265 0.9443 -2.9154  0.069
32 H -3.1756 -0.7164 -2.1821  0.097
33 H -3.0050 2.1042 -3.3558  0.070
34 H -4.4988 1.2348 -2.9813  0.063
35 H -3.4378 0.6567 -4.2620  0.074
36 H -4.7532 1.9353 -0.8894  0.087
37 H -4.6645 -0.5794 0.8402  0.076
38 H -5.1331 -0.5308 -0.8660  0.061
39 H -6.1264 0.2794 0.3467  0.076
40 H -3.7579 1.5934 1.9839  0.052
41 H -5.3143 2.3011 1.5452  0.081
42 H -3.8089 3.1037 1.0738  0.068
43 H -3.5144 3.5901 -1.3263  0.094
44 H -2.3621 5.7092 -1.7893  0.088
45 H 0.1078 5.8252 -1.5310  0.096
46 H 1.3706 3.8780 -0.7809  0.106
47 H 1.4858 1.7878 -2.4913  0.107
48 H 3.7887 1.1803 -3.0518  0.098
49 H 5.3193 0.3162 -1.3011  0.090
50 H 4.5315 0.1408 1.0102  0.084
51 H 3.5714 -0.7452 2.6962  0.097
52 H 2.1684 0.2137 5.2298  0.067
53 H 3.3503 -1.0900 5.1386  0.073
54 H 1.7897 -1.2383 4.3128  0.067
55 H 4.0768 1.7458 4.4030  0.062
56 H 4.8364 1.4621 2.8425  0.061
57 H 5.1612 0.3775 4.1987  0.075
58 H 0.8235 2.8829 2.0381  0.091
59 H 3.6008 3.5330 3.1058  0.058
60 H 2.4623 4.5735 2.2594  0.076
61 H 3.2789 3.2775 1.3864  0.067
62 H 2.0032 2.6002 4.8391  0.060
63 H 0.3580 2.1480 4.3684  0.056
64 H 0.8745 3.8336 4.2936  0.081
65 O -0.5518 -2.8194 1.8667  -0.117
66 C -0.0306 -3.1513 0.7977  -0.516
67 N 0.2948 -2.3010 -0.1887  0.008
68 C 0.8460 -3.0029 -1.2285  -0.444
69 O 1.2025 -2.5474 -2.2965  0.081
70 C 0.8767 -4.4611 -0.8506  -0.086
71 C 1.3163 -5.5811 -1.5249  -0.007
72 C 1.1940 -6.8031 -0.8728  -0.085
73 C 0.6479 -6.8894 0.4025  -0.085
74 C 0.2027 -5.7560 1.0750  -0.005
75 C 0.3304 -4.5495 0.4189  -0.092
76 H 1.7401 -5.5032 -2.5159  0.115
77 H 1.5290 -7.7077 -1.3640  0.097
78 H 0.5681 -7.8589 0.8765  0.097
79 H -0.2270 -5.8109 2.0652  0.116
80 N -4.1426 2.8038 5.7811  0.059
81 C -3.3489 1.9886 5.5639  -0.447
82 N -2.4356 1.0585 5.4279  0.047
83 C -2.0955 0.6482 4.2654  -0.413
84 N -1.7196 0.2148 3.2467  -0.034

=====

DFT (the ωB97M-V functional and the def2-TZVPD basis) results for C34H40N5O4W as an isolated structure.

Frontier orbital gap, eV: 6.17
Largest force on an atom, Eh/bohr: 0.0547
Net charge: +1

Each line ends with the Löwdin charge.
Atoms and positions in Å:
1 W -0.0866 -0.5266 0.0556  1.583
2 O -3.4688 -3.6795 0.3649  0.069
3 C -4.4221 -2.7744 0.0550  -0.259
4 C -5.7380 -3.1008 0.3758  -0.003
5 C -6.7615 -2.2178 0.1048  -0.062
6 C -6.4957 -0.9910 -0.4987  -0.081
7 C -5.2010 -0.6573 -0.8271  -0.028
8 C -4.1417 -1.5308 -0.5504  -0.098
9 C -2.7593 -1.0904 -0.7747  -0.426
10 O -1.7683 -1.8003 -0.3030  -0.231
11 N -2.5266 0.0135 -1.4376  0.098
12 N -1.1842 0.3104 -1.4667  -0.150
13 C -0.7711 0.9819 -2.4960  -0.035
14 C 0.6347 0.9761 -2.8549  -0.295
15 C 1.1034 1.6446 -3.9860  -0.009
16 C 2.4307 1.5006 -4.3463  -0.041
17 C 3.2511 0.6862 -3.5796  -0.031
18 C 2.6987 0.0488 -2.4770  -0.110
19 N 1.4322 0.1834 -2.1176  0.035
20 H -2.6098 -3.2788 0.1377  0.071
21 H -5.9209 -4.0558 0.8496  0.123
22 H -7.7752 -2.4762 0.3798  0.111
23 H -7.3010 -0.2982 -0.6993  0.105
24 H -4.9689 0.2936 -1.2865  0.111
25 H -1.5075 1.4199 -3.1598  0.141
26 H 0.4312 2.2663 -4.5630  0.124
27 H 2.8239 2.0137 -5.2134  0.118
28 H 4.2906 0.5417 -3.8362  0.113
29 H 3.3019 -0.6073 -1.8576  0.119
30 O 0.3247 -2.4822 1.3825  -0.144
31 C 1.0061 -3.6088 0.8381  -0.135
32 C 0.9676 -3.5565 -0.6633  -0.234
33 C 1.3253 -4.6733 -1.4057  0.003
34 C 1.2042 -4.6329 -2.7815  -0.025
35 C 0.6725 -3.4918 -3.3653  -0.021
36 C 0.3538 -2.4224 -2.5560  -0.107
37 N 0.5421 -2.4278 -1.2296  0.011
38 H 0.4833 -2.4398 2.3322  0.098
39 H 0.5109 -4.5265 1.1653  0.145
40 H 2.0446 -3.6321 1.1806  0.130
41 H 1.6844 -5.5619 -0.9040  0.129
42 H 1.4849 -5.4841 -3.3860  0.121
43 H 0.5005 -3.4296 -4.4299  0.118
44 H -0.0888 -1.5340 -2.9782  0.103
45 C -2.2121 2.2458 2.5283  -0.033
46 O -1.3199 1.5466 1.6504  -0.138
47 C -1.4244 0.2497 1.4213  -0.322
48 C -2.5303 -0.4505 2.1499  -0.045
49 H -2.0442 1.9565 3.5664  0.102
50 H -3.2527 2.0646 2.2627  0.100
51 H -1.9862 3.3003 2.4035  0.089
52 H -2.4308 -0.2708 3.2247  0.101
53 H -2.5081 -1.5228 1.9824  0.073
54 H -3.5100 -0.0720 1.8432  0.101
55 C -0.0747 4.3048 0.0856  -0.034
56 C 1.0520 3.4030 -0.4316  -0.376
57 C 1.8455 4.0962 -1.5417  -0.056
58 C 1.9491 2.9700 0.7044  -0.140
59 C 2.7612 3.9182 1.3038  -0.039
60 C 3.5681 3.6020 2.3762  -0.062
61 C 3.5572 2.3051 2.8550  -0.042
62 C 2.7726 1.3125 2.2889  -0.137
63 C 2.8860 -0.0594 2.9345  -0.359
64 C 1.5692 -0.4879 3.5929  -0.053
65 C 3.4234 -1.0992 1.9424  -0.061
66 C 1.9326 1.6293 1.1715  -0.203
67 N 1.1141 0.7024 0.5635  -0.127
68 H -0.6654 4.6837 -0.7508  0.086
69 H 0.3238 5.1548 0.6403  0.086
70 H -0.7259 3.7308 0.7458  0.049
71 H 0.5868 2.5054 -0.8273  0.079
72 H 2.1581 5.0959 -1.2386  0.079
73 H 1.2315 4.1964 -2.4372  0.073
74 H 2.7373 3.5217 -1.7961  0.082
75 H 2.7627 4.9322 0.9234  0.115
76 H 4.1931 4.3516 2.8421  0.109
77 H 4.1825 2.0489 3.7019  0.114
78 H 3.6252 0.0234 3.7347  0.127
79 H 0.7969 -0.6284 2.8412  0.023
80 H 1.2276 0.2924 4.2741  0.093
81 H 1.7117 -1.4019 4.1782  0.088
82 H 2.7672 -1.1812 1.0788  0.039
83 H 3.5360 -2.0683 2.4372  0.079
84 H 4.4069 -0.7939 1.5834  0.089

=====

DFT (the ωB97M-V functional and the def2-TZVPD basis) results for C34H41AgN7P as an isolated structure.

Frontier orbital gap, eV: 5.91
Largest force on an atom, Eh/bohr: 0.0224

Each line ends with the Löwdin charge.
Atoms and positions in Å:
1 Ag 10.6822 7.6756 14.4284  0.632
2 C 11.2539 9.9577 17.4104  -0.137
3 C 10.8094 8.6909 18.1504  -0.552
4 C 11.6103 8.5315 19.4440  -0.117
5 P 10.8031 7.2868 16.9326  1.022
6 C 9.6853 5.9466 17.6620  -0.545
7 C 9.4880 5.8523 19.1676  -0.118
8 C 10.0813 4.6109 17.0348  -0.130
9 C 12.4846 6.6326 16.9346  -0.318
10 C 12.9802 6.0120 18.0850  -0.100
11 C 14.2581 5.5049 18.1658  -0.299
12 C 14.7853 4.8210 19.3932  -0.071
13 C 15.0537 5.6216 17.0138  -0.050
14 C 14.6199 6.2133 15.8553  -0.030
15 C 13.3178 6.7508 15.7620  -0.345
16 N 12.8766 7.3784 14.6555  -0.060
17 C 13.6754 7.3967 13.4816  -0.279
18 C 14.5065 8.4876 13.2495  -0.236
19 C 14.6720 9.5196 14.3212  -0.046
20 C 15.1418 8.6091 12.0077  -0.023
21 C 15.0095 7.6471 11.0133  -0.293
22 C 15.6675 7.8651 9.6667  -0.060
23 C 14.2569 6.5042 11.2962  -0.030
24 C 13.6099 6.3811 12.5091  -0.226
25 C 12.7627 5.1618 12.7872  -0.040
26 H 11.3073 10.8480 18.0542  0.078
27 H 10.6160 10.1601 16.5543  0.039
28 H 12.2559 9.7763 16.9923  0.072
29 H 9.7527 8.7660 18.4135  0.092
30 H 12.6703 8.3983 19.2278  0.076
31 H 11.2432 7.7109 20.0627  0.053
32 H 11.5106 9.4528 20.0544  0.083
33 H 8.7305 6.2171 17.2056  0.075
34 H 10.4204 5.6564 19.6788  0.052
35 H 8.7966 5.0478 19.4462  0.081
36 H 9.0844 6.7896 19.5458  0.065
37 H 10.9238 4.2224 17.6096  0.074
38 H 10.3579 4.7436 15.9824  0.054
39 H 9.2459 3.9102 17.0781  0.073
40 H 12.3113 5.9095 18.9239  0.081
41 H 14.0729 4.8539 20.2286  0.072
42 H 15.7202 5.2838 19.7428  0.077
43 H 14.9873 3.7658 19.2197  0.070
44 H 16.0485 5.1987 17.0758  0.109
45 H 15.2785 6.2935 15.0025  0.110
46 H 13.7204 9.9973 14.6195  0.075
47 H 15.3456 10.3107 13.9950  0.068
48 H 15.0861 9.0631 15.2472  0.088
49 H 15.7195 9.5240 11.8454  0.117
50 H 16.7407 8.0576 9.7812  0.078
51 H 15.2581 8.7731 9.1977  0.073
52 H 15.4957 7.0257 9.0109  0.065
53 H 14.2010 5.6810 10.5626  0.123
54 H 13.1357 4.3286 12.2055  0.070
55 H 11.7039 5.3593 12.5385  0.067
56 H 12.7808 4.9230 13.8565  0.069
57 N 6.2540 6.1258 14.6262  0.104
58 C 6.7066 4.8246 14.4528  -0.080
59 C 7.9820 4.9451 13.9873  -0.144
60 N 8.3441 6.2630 13.8959  0.070
61 C 7.2876 6.9548 14.2647  -0.276
62 C 7.3119 8.4262 14.4110  -0.276
63 N 8.3992 9.1374 14.3162  0.077
64 C 8.0327 10.4349 14.5396  -0.133
65 C 6.6955 10.5094 14.8242  -0.086
66 N 6.2275 9.2185 14.7376  0.099
67 H 5.3804 6.3315 15.0693  0.145
68 H 6.0927 3.9728 14.6814  0.108
69 H 8.7125 4.1668 13.7660  0.112
70 H 8.7883 11.2046 14.5312  0.103
71 H 6.0437 11.3355 15.0866  0.113
72 H 5.2694 8.9650 14.8258  0.140
73 N 11.2985 7.2198 6.5928  0.160
74 C 11.0179 7.4594 7.6790  -0.166
75 C 10.7391 7.7247 9.0818  -0.211
76 C 9.6112 7.2167 9.7083  -0.007
77 C 9.4724 7.4511 11.0642  -0.136
78 N 10.3573 8.1546 11.7514  0.050
79 C 11.3989 8.6939 11.1434  -0.116
80 C 11.6550 8.4725 9.8105  0.002
81 H 8.9019 6.6060 9.1661  0.118
82 H 8.6646 6.9775 11.6225  0.087
83 H 12.0999 9.1869 11.7773  0.104
84 H 12.5603 8.8336 9.3731  0.112